(1)
An isolated molecule of H4O3Si in a non-equilibrium geometry. Source: the Open Molecules 2025 dataset; level of theory: the ωB97M-V functional and the def2-TZVPD basis.

```
8
Properties=species:S:1:pos:R:3:forces:R:3:lowdin_charge:R:1
O -0.531 -1.378 -0.025 -0.3 -1.5 -2.8 -0.197
Si 0.111 0.102 0.295 -1.7 -0.8 -0.9 0.161
O -1.063 1.112 -0.251 -1.9 3.3 1.9 -0.189
O 1.536 0.450 -0.392 2.2 -1.8 -1.2 -0.162
H -0.820 -1.705 -0.953 0.8 1.2 2.5 0.109
H 0.225 -0.105 1.677 0.2 0.5 1.6 0.003
H -1.650 1.831 0.286 2.6 -3.0 -1.9 0.152
H 2.192 -0.306 -0.636 -2.0 2.1 0.8 0.123
```
Positions in Å, forces in eV/Å.

Calculated values
HOMO-LUMO gap in Ha: 0.4287
Relative energy (zero: lowest compared OMol25 entry of this formula, charge and spin) in kcal/mol: 6.06
Net charge: 0



(2)
The ion H4O4P3 with charge -1 in a non-equilibrium geometry. Source: the Open Molecules 2025 dataset; level of theory: the ωB97M-V functional and the def2-TZVPD basis.

```
11
Properties=species:S:1:pos:R:3:forces:R:3:lowdin_charge:R:1
O 1.893 0.369 0.160 1.4 0.8 -0.3 -0.559
P 1.016 -0.745 -0.246 1.7 -2.1 -0.7 0.528
P -0.766 -0.534 0.919 -2.1 1.2 0.8 0.084
O -0.477 -0.957 2.306 0.5 0.2 -0.3 -0.367
O -1.902 -1.069 0.146 -0.3 -0.3 -0.5 -0.408
O -0.882 1.180 0.905 -0.2 -1.4 0.3 -0.700
P -0.852 2.112 -0.439 2.3 -1.1 -0.4 0.693
H 1.065 -1.207 -1.660 -0.7 1.0 0.8 -0.020
H 1.567 -2.022 0.127 -0.4 0.2 0.3 -0.037
H -1.256 1.190 -1.448 -0.4 0.0 0.0 -0.133
H 0.595 1.684 -0.771 -1.7 1.3 0.0 -0.081
```
Positions in Å, forces in eV/Å.

Calculated values
HOMO-LUMO gap in Ha: 0.3483
Relative energy (zero: lowest compared OMol25 entry of this formula, charge and spin) in kcal/mol: 32.84
Net charge: -1



(3)
A structure of composition H4O5PS in a non-equilibrium geometry. Source: the Open Molecules 2025 dataset; level of theory: the ωB97M-V functional and the def2-TZVPD basis.

```
11
Properties=species:S:1:pos:R:3:forces:R:3:lowdin_charge:R:1
O -0.906 2.312 -0.539 0.7 0.0 1.4 -0.481
O 1.393 2.892 0.310 2.0 0.3 -0.3 -0.563
O -0.216 -2.983 -0.629 1.6 1.8 3.1 -0.527
O -0.769 -0.106 -0.878 -0.3 -0.2 -0.3 -0.486
O 1.009 -0.794 0.743 -0.7 -0.2 0.6 -0.355
P -0.595 -0.956 0.353 1.0 -2.5 -0.9 0.741
S 0.037 2.760 0.748 -3.9 1.3 -1.9 0.737
H 0.516 -3.197 0.071 -2.0 0.4 -2.0 -0.052
H -0.906 1.238 -0.670 0.2 0.9 0.1 -0.055
H 1.526 -0.730 -0.060 0.3 0.1 -0.5 0.034
H -0.610 4.149 0.582 1.0 -1.8 0.6 0.007
```
Positions in Å, forces in eV/Å.

Calculated values
HOMO-LUMO gap in Ha: 0.2972
Relative energy (zero: lowest compared OMol25 entry of this formula, charge and spin) in kcal/mol: 48.83
Net charge: -1



(4)
An isolated molecule of H4OP2S in a non-equilibrium geometry. Source: the Open Molecules 2025 dataset; level of theory: the ωB97M-V functional and the def2-TZVPD basis.

```
8
Properties=species:S:1:pos:R:3:forces:R:3:lowdin_charge:R:1
P -1.443 -0.850 -1.101 0.7 0.5 2.8 0.712
O -0.313 0.393 -0.739 1.3 -0.6 2.1 -0.876
P 1.098 0.331 0.439 -1.5 0.4 -0.1 0.365
S 1.567 -0.236 2.317 -1.2 -0.1 -2.3 0.081
H -1.543 -1.273 0.420 -0.4 0.4 -2.3 -0.063
H -2.607 0.014 -1.140 0.4 -0.4 0.4 -0.120
H 1.835 -0.045 -0.634 1.1 -1.0 -0.3 -0.045
H 1.405 1.668 0.438 -0.5 0.7 -0.3 -0.055
```
Positions in Å, forces in eV/Å.

Calculated values
HOMO-LUMO gap in Ha: 0.3206
Relative energy (zero: lowest compared OMol25 entry of this formula, charge and spin) in kcal/mol: 36.11
Net charge: 0



Number 1: highest occupied orbital energy -11.1 eV. Number 2: highest occupied orbital energy -5.4 eV. Number 3: highest occupied orbital energy -4.9 eV. Number 4: highest occupied orbital energy -9.4 eV.